(1)
C4H11ClHoInNO3 | wB97M-V/def2-TZVPD

Geometry as XYZ:
```
22
Properties=species:S:1:pos:R:3:forces:R:3:lowdin_spin:R:1
Ho -0.685682 1.080038 -1.423804 2.058 -0.853 0.621 4.04
Cl -3.116777 1.120934 -1.434973 -1.232 -0.043 0.123 -0.01
C -0.030549 0.562292 -3.559569 -0.017 -0.041 -0.622 -0.01
C 0.077335 3.206786 -1.021228 -0.038 0.576 0.059 -0.01
H 0.519378 1.373514 -4.056407 -0.038 -0.089 -0.035 0.00
H 0.579159 -0.349191 -3.631588 -0.043 0.068 -0.003 0.00
H -0.958468 0.389201 -4.127140 0.146 -0.016 -0.142 0.00
H 0.717988 3.587306 -1.829491 -0.047 0.016 0.093 0.00
H 0.623762 3.324736 -0.075248 -0.036 0.034 -0.059 0.00
H -0.818023 3.846320 -0.973412 0.160 0.155 0.027 0.00
In 0.316099 -1.093533 1.447939 1.155 0.468 0.435 0.00
C -0.290463 -0.500917 3.476544 -0.153 0.009 -0.491 0.00
C 1.520962 -0.297597 -0.064325 -1.040 0.199 -0.366 -0.01
H 0.428074 0.230694 3.868949 -0.226 -0.167 -0.095 0.00
H -1.289672 -0.047837 3.433897 0.257 -0.071 0.182 0.00
H -0.314046 -1.380927 4.132163 0.006 0.210 -0.242 0.00
H 2.106895 0.621314 0.117342 -0.528 -0.413 0.223 0.00
H 1.951686 -0.888157 -0.889102 -0.463 0.053 0.466 0.00
O 0.790302 -3.282283 2.108068 -1.763 -0.842 -0.815 0.00
N -0.342628 -3.742299 1.656566 0.407 0.689 0.085 0.00
O -0.658940 -4.910276 1.751664 0.236 1.200 -0.111 0.00
O -1.126394 -2.850118 1.093155 1.200 -1.143 0.666 0.00
```
Forces are in eV/Å.

Calculated values
- DFT total energy: -55450.000 eV
- Spin multiplicity: 5
- Orbital gap (spin up / spin down): 7.12 / 7.12 eV
- Total charge: -1



(2)
C4H11ClN3OS2 | wB97M-V/def2-TZVPD

Geometry as XYZ:
```
22
Properties=species:S:1:pos:R:3:forces:R:3:nbo_charge:R:1
C -0.926389 -0.559402 -0.119881 -0.467 -0.218 -0.483 0.79
C -3.191647 -1.796853 0.090738 -0.440 -0.572 -0.139 -0.42
C 2.418556 1.780206 1.369579 0.464 -2.929 1.987 -0.38
C 2.874148 0.665621 1.968455 0.590 1.348 -1.509 -0.23
N -2.015002 -1.162924 -0.498011 -1.008 -1.368 -3.770 -0.56
N -0.057572 -0.160213 -1.062741 0.237 -0.405 -2.588 -0.40
N 0.994962 0.670428 -0.705965 1.640 -2.271 -0.202 -0.61
O -0.708119 -0.334817 1.114890 -0.056 0.500 1.369 -0.62
S -0.440860 -0.437232 -2.794060 1.514 -0.257 0.194 0.16
S 0.997904 2.200000 -1.433082 -1.119 1.028 0.045 0.24
Cl 1.745923 -0.384944 2.771442 0.577 -0.111 0.022 0.00
H -3.143403 -1.982707 1.169391 0.279 -0.332 -0.506 0.25
H -3.994159 -1.123676 -0.088257 -0.816 0.857 0.241 0.22
H -3.503977 -2.651659 -0.588232 0.911 0.474 1.379 0.23
H 3.033046 2.425117 0.895342 2.491 1.720 -1.395 0.21
H 1.437563 2.090240 1.230661 -1.823 0.181 0.710 0.19
H 3.955631 0.359250 1.805481 -1.627 0.137 0.899 0.25
H -0.098910 2.556444 -0.683912 0.733 0.305 -0.501 0.12
H -2.118925 -1.315649 -1.584741 0.913 0.718 2.869 0.44
H 1.884741 0.154818 -0.986102 -1.300 1.064 0.786 0.40
H 0.729737 -1.146686 -3.214244 -1.405 0.707 0.976 0.17
H 0.126751 0.154638 1.343249 -0.288 -0.577 -0.385 0.54
```
Forces are in eV/Å.

Calculated values
- DFT total energy: -45027.130 eV
- Orbital gap: 9.53 eV
- Total charge: +1
- ΔE to the lowest compared entry with this formula, charge and spin: 29.37 kJ/mol



(3)
C4H11ClNO | wB97M-V/def2-TZVPD

Geometry as XYZ:
```
18
Properties=species:S:1:pos:R:3:forces:R:3:nbo_charge:R:1
C 2.771434 0.134015 0.244005 -0.945 1.306 -2.997 -0.63
C -3.107289 -2.162618 -0.081302 4.294 -0.464 4.616 -0.23
C 1.374923 0.699540 0.530843 -0.600 -3.923 -1.685 -0.23
C -1.846623 -0.143395 -0.195691 -0.827 -2.003 0.063 0.19
N 0.963479 1.526459 -0.635722 -1.606 2.477 1.460 -0.72
O -2.912316 -0.763975 0.188219 0.309 2.702 0.683 -0.47
Cl -1.974847 1.529438 0.302649 -0.576 0.626 0.354 -0.03
H 3.162838 -0.536040 0.914815 0.291 -1.771 1.910 0.25
H 2.786462 -0.418518 -0.790035 0.182 1.287 1.730 0.21
H 3.444863 0.990553 0.325402 0.315 -0.137 -0.743 0.22
H -2.104617 -2.406303 -0.373320 0.056 -1.134 -1.289 0.20
H -3.881322 -2.172883 -0.704012 -2.972 -0.856 -2.648 0.21
H -3.205658 -2.731551 0.925748 -0.540 1.271 -1.697 0.22
H 1.377123 1.274773 1.376749 -0.288 1.359 2.202 0.22
H 0.580084 -0.170930 0.570449 1.485 1.935 0.109 0.24
H -0.074103 1.901461 -0.452385 1.474 -2.007 -1.166 0.46
H 1.261402 0.986389 -1.427147 -0.925 -0.077 -1.151 0.45
H 1.384170 2.463583 -0.719271 0.873 -0.592 0.248 0.43
```
Forces are in eV/Å.

Calculated values
- DFT total energy: -20376.414 eV
- Orbital gap: 10.06 eV
- Total charge: +1
- ΔE to the lowest compared entry with this formula, charge and spin: 343.69 kJ/mol



(4)
C4H11F3N2P2 | wB97M-V/def2-TZVPD

Geometry as XYZ:
```
22
Properties=species:S:1:pos:R:3:forces:R:3:nbo_charge:R:1
C 1.363417 -2.244167 -2.931165 -1.422 0.522 0.744 -1.16
P 0.464258 -1.151250 -2.033208 -0.936 1.658 -0.913 2.19
F -1.232240 -1.052673 -1.776861 1.921 -0.730 -0.106 -0.61
F 0.339777 0.212267 -2.892787 0.244 -0.951 0.315 -0.58
N 1.141216 -0.748034 -0.646556 -1.672 1.519 5.013 -1.43
P 0.504544 -0.225936 0.867868 0.843 -2.367 -3.223 2.22
C 1.815219 0.418477 1.923177 -0.372 -0.119 -0.461 -1.00
F 0.036195 -1.500061 1.718510 0.342 0.792 -0.676 -0.55
N -0.846542 0.737921 1.060668 0.918 -0.557 -0.488 -0.77
C -2.158329 0.158079 0.789045 -0.283 -0.236 0.064 -0.42
C -0.713431 2.074069 0.500249 -0.029 0.373 -0.142 -0.42
H 0.964867 -2.452648 -3.911094 0.038 0.042 -0.313 0.23
H 1.636653 -3.117791 -2.362736 0.245 -0.163 0.167 0.23
H 1.371934 0.688358 2.880420 -0.006 -0.004 -0.045 0.26
H 2.543880 -0.377102 2.058730 0.030 -0.049 -0.064 0.28
H 2.304621 1.273102 1.470463 0.056 0.092 -0.070 0.26
H -2.176987 -0.880387 1.113070 -0.106 0.066 0.015 0.23
H -2.899388 0.724776 1.352479 -0.011 -0.021 0.068 0.20
H -2.409501 0.196565 -0.271639 0.049 0.011 0.026 0.22
H 0.314759 2.422546 0.606708 -0.078 0.145 -0.002 0.20
H -0.984265 2.099207 -0.564585 0.095 -0.027 0.156 0.21
H -1.380658 2.744681 1.049244 0.134 0.005 -0.066 0.21
```
Forces are in eV/Å.

Calculated values
- DFT total energy: -34039.136 eV
- Orbital gap: 8.49 eV
- SMILES: C=P(F)(F)N=[P@](C)(F)N(C)C
- Total charge: 0
- ΔE to the lowest compared entry with this formula, charge and spin: 0.00 kJ/mol



(5)
C4H11F3NSi | wB97M-V/def2-TZVPD

Geometry as XYZ:
```
20
Properties=species:S:1:pos:R:3:forces:R:3:nbo_charge:R:1
C -0.752832 -1.768744 -0.613812 0.516 -2.119 -1.461 -0.48
C -1.663045 -0.359529 1.067096 2.589 0.148 2.617 0.11
C -1.457354 0.445075 -1.159474 -0.378 4.434 0.382 -0.45
C 1.385126 1.716532 1.043618 -0.849 -2.926 -1.844 -1.14
N -1.206977 -0.481977 -0.105942 -1.538 -1.555 -1.635 -0.22
F 1.852441 -1.128763 0.846186 -0.218 -0.336 0.535 -0.66
F 3.866509 0.148039 -0.020020 -0.938 0.497 0.359 -0.63
F 1.698225 0.029904 -1.317043 -0.062 0.416 0.023 -0.67
Si 2.283530 0.223254 0.158905 0.173 0.762 0.137 2.33
H -0.654442 -2.535848 0.146703 0.821 0.472 0.476 0.25
H -1.406512 -2.353550 -1.304145 -0.903 1.387 0.447 0.27
H 0.076255 -1.663600 -1.335790 0.246 0.284 1.192 0.27
H -1.232626 -1.151547 1.741285 -1.378 0.608 -0.382 0.24
H 0.876728 2.272334 0.225025 -0.176 -0.416 0.801 0.25
H -1.982060 0.607544 1.537349 -0.213 -1.011 -1.025 0.25
H -0.565849 0.723946 -1.722410 0.229 -0.609 0.185 0.27
H -2.205682 0.122923 -1.873733 -0.245 -0.297 0.235 0.26
H -1.751830 1.458531 -0.649318 0.107 -1.894 -1.126 0.23
H 2.073305 2.358561 1.437194 1.984 1.771 1.135 0.26
H 0.767081 1.336913 1.898322 0.233 0.384 -1.051 0.25
```
Forces are in eV/Å.

Calculated values
- DFT total energy: -21844.122 eV
- Orbital gap: 10.62 eV
- Total charge: +1
- ΔE to the lowest compared entry with this formula, charge and spin: 0.00 kJ/mol



(6)
C4H11FN3 | wB97M-V/def2-TZVPD

Geometry as XYZ:
```
19
Properties=species:S:1:pos:R:3:forces:R:3:nbo_charge:R:1
C -0.754919 0.337009 0.709249 0.501 -0.006 0.264 0.08
C 1.215230 0.206950 2.288687 0.827 0.607 0.759 -0.65
C 0.294211 -0.616682 1.417352 -0.748 -0.089 -1.026 -0.10
C -1.293879 0.689125 -1.674394 -0.706 1.256 -0.096 0.82
N -0.731855 0.157626 -0.624414 0.519 -0.448 1.094 -0.58
N -1.467330 0.113458 -2.857485 1.071 -2.766 0.502 -0.77
N 1.027958 -1.318728 0.295193 -2.508 -1.095 0.434 -0.85
F -2.002017 1.815316 -1.509824 0.530 -0.950 -0.054 -0.28
H -1.286066 1.146706 1.242881 0.282 -0.685 -0.603 0.24
H 1.878964 -0.349121 2.918522 0.410 -1.232 -0.005 0.25
H 1.924806 0.842429 1.727065 -0.765 0.019 -0.043 0.23
H 0.743476 0.778957 3.100043 -0.537 0.277 -0.823 0.25
H -0.345322 -1.334205 1.994015 0.921 0.361 -0.360 0.24
H 0.708271 1.590608 -1.790714 -0.088 0.056 -0.121 -0.03
H -1.139070 -0.829455 -3.208557 -0.366 1.696 1.304 0.45
H -1.756048 0.704090 -3.559811 -0.847 1.541 -1.842 0.42
H 1.931193 -1.021608 0.087187 1.822 0.735 0.162 0.40
H 0.083008 -0.565056 -0.716713 -0.157 -0.443 -0.294 0.45
H 0.969388 -2.347420 0.161718 -0.162 1.166 0.748 0.42
```
Forces are in eV/Å.

Calculated values
- DFT total energy: -11503.210 eV
- Orbital gap (spin up / spin down): 7.16 / 9.82 eV
- Total charge: +1
- ΔE to the lowest compared entry with this formula, charge and spin: 485.11 kJ/mol